13
Properties=species:S:1:pos:R:3:nbo_charge:R:1 method="wB97M-V/def2-TZVPD" lumo_ev="-1.08 / -1.08" total_charge=0 total_energy_ev=-13330.00623 orbital_gap_ev="8.6 / 8.6" spin_multiplicity=1 smiles="C/C(O)=C(/C#N)[N+](=O)[O-]" homo_ev="-9.7 / -9.7" relative_energy_kj_mol=564.94
C -3.344 1.215 0.056 0.238
C -2.490 0.124 0.065 -0.202
C -0.998 0.522 0.095 0.558
C 0.136 -0.479 0.232 -0.722
N -4.134 2.071 -0.025 -0.275
N -2.969 -1.157 -0.049 0.510
O -4.226 -1.205 0.029 -0.399
O -2.258 -2.096 -0.211 -0.386
O -0.761 1.819 -0.033 -0.633
H 0.301 -0.459 1.337 0.259
H -0.344 -1.353 -0.228 0.296
H 1.098 -0.003 -0.375 0.234
H 0.127 2.194 0.344 0.521